Model A:
H34O17 | ωB97M-V/def2-TZVPD

Computed properties:
HOMO in eV: -10.761
Charge: 0
Molar mass in g/mol: 306.3

```
51
H34O17, DFT ωB97M-V/def2-TZVPD
O 1.88 0.63 -0.79
H 0.94 0.59 -1.01
H 1.93 0.34 0.13
O 1.25 -2.81 3.82
H 0.57 -3.42 3.50
H 1.97 -3.46 3.86
O -2.77 -3.81 1.23
H -2.47 -4.66 0.88
H -2.51 -3.18 0.56
O 0.13 0.82 -3.97
H 0.79 1.52 -4.09
H 0.57 0.12 -4.48
O 1.57 -0.74 1.90
H 2.01 -0.85 2.75
H 1.85 -1.56 1.45
O -3.39 2.78 -3.83
H -2.48 2.57 -3.63
H -3.79 3.33 -3.15
O 5.26 0.50 1.74
H 4.59 1.18 1.66
H 6.06 0.68 1.24
O -4.64 1.54 3.11
H -4.54 2.48 3.28
H -3.81 1.07 3.19
O 0.58 -2.64 0.41
H 0.92 -2.01 -0.23
H -0.36 -2.45 0.42
O -2.33 -0.99 4.73
H -2.09 -1.60 4.06
H -1.97 -1.32 5.56
O -1.79 -1.49 -2.88
H -2.52 -1.50 -3.51
H -2.01 -0.78 -2.28
O -4.75 2.86 0.14
H -4.91 3.63 0.69
H -5.20 2.14 0.60
O 4.25 -0.21 -1.75
H 3.68 -0.04 -0.98
H 4.13 -1.16 -1.61
O 0.11 3.88 -3.21
H 0.58 3.56 -2.42
H -0.25 3.01 -3.46
O -1.49 1.24 2.10
H -0.88 0.54 2.31
H -1.14 2.08 2.40
O 3.33 -3.37 0.90
H 3.46 -4.32 0.86
H 3.31 -3.31 1.86
O 2.04 2.88 -4.92
H 2.83 2.37 -4.86
H 1.50 3.34 -4.25
```

***

Model B:
H34O17 | ωB97M-V/def2-TZVPD

Computed properties:
HOMO in eV: -9.819
Charge: 0
Molar mass in g/mol: 306.3

```
51
H34O17, DFT ωB97M-V/def2-TZVPD
O -1.48 0.05 2.81
H -1.88 -0.49 3.50
H -1.37 -0.58 2.08
O 1.34 2.01 -2.12
H 2.10 2.35 -2.63
H 0.98 1.20 -2.39
O 0.08 -2.85 -2.85
H -0.17 -2.00 -2.58
H 0.40 -3.34 -2.08
O -2.31 0.36 -1.89
H -3.21 0.30 -1.52
H -1.79 0.22 -1.12
O 1.66 1.72 3.58
H 2.62 1.51 3.55
H 1.31 1.87 2.70
O 3.24 0.37 -1.03
H 3.91 -0.26 -1.32
H 2.72 0.62 -1.78
O -1.18 2.70 -2.11
H -1.41 1.80 -2.05
H -0.26 2.58 -2.17
O -0.57 -2.78 2.41
H -0.55 -2.76 1.44
H 0.30 -3.12 2.56
O 0.30 -0.18 -3.00
H 0.94 -0.76 -3.42
H 0.08 0.44 -3.70
O -1.33 -2.88 -0.13
H -1.52 -3.75 -0.49
H -1.96 -2.48 -0.66
O -3.35 -0.89 0.53
H -2.75 -1.51 0.86
H -3.90 -1.43 0.03
O 1.72 -1.89 -0.31
H 1.93 -1.57 0.55
H 2.15 -1.34 -0.90
O 0.00 2.13 1.45
H -0.61 2.84 1.18
H -0.60 1.54 1.93
O -3.09 1.92 0.42
H -3.12 0.97 0.45
H -3.04 2.15 1.35
O 1.75 -0.61 2.08
H 0.92 -0.98 2.39
H 1.68 0.24 2.59
O 2.97 2.25 0.97
H 2.70 1.51 0.47
H 3.71 2.63 0.47
O -0.40 -0.05 -0.04
H -0.02 0.79 0.26
H 0.36 -0.55 -0.36
```

***

Model C:
H34O17 | ωB97M-V/def2-TZVPD

Computed properties:
HOMO in eV: -10.026
Charge: 0
Molar mass in g/mol: 306.3

```
51
H34O17, DFT ωB97M-V/def2-TZVPD
O 3.40 -1.38 -0.53
H 3.02 -0.58 -0.09
H 3.26 -1.24 -1.46
O -1.55 -2.61 0.54
H -2.01 -2.54 1.38
H -1.01 -1.85 0.35
O 0.79 0.35 2.30
H 1.57 0.29 2.88
H 0.12 0.47 3.02
O -0.27 -0.43 -0.07
H 0.20 -0.06 0.69
H 0.30 -0.29 -0.82
O -3.22 -1.31 -1.84
H -2.84 -1.36 -0.98
H -3.61 -0.43 -1.82
O -0.17 -1.08 -2.93
H -0.76 -0.39 -2.63
H -0.73 -1.91 -3.01
O 1.38 -3.42 -0.80
H 2.00 -2.84 -0.38
H 0.87 -2.94 -1.47
O 1.41 -2.73 2.09
H 0.80 -2.76 1.40
H 0.85 -2.46 2.81
O -2.39 -0.48 2.77
H -2.55 -0.33 1.81
H -3.26 -0.76 3.04
O -1.55 1.31 -2.46
H -2.43 1.30 -2.87
H -1.10 2.12 -2.51
O -3.09 0.46 0.52
H -3.82 0.44 -0.12
H -2.50 1.18 0.23
O 1.28 1.89 -2.23
H 1.94 1.63 -1.56
H 1.35 2.83 -2.15
O 1.64 2.92 2.22
H 1.99 3.04 3.12
H 1.08 2.11 2.28
O -1.40 1.98 2.80
H -1.89 1.16 2.80
H -1.32 2.11 1.80
O 2.70 1.26 0.01
H 2.21 1.40 0.83
H 3.57 1.69 0.09
O 2.50 -1.32 -2.93
H 2.83 -0.50 -3.31
H 1.57 -1.10 -2.78
O -0.67 2.44 0.25
H -0.38 1.62 -0.17
H -0.10 3.10 -0.12
```

***

Relative energy of each structure, in kcal/mol: model A 48.1; model B 18.2; model C 0.0.

***

Model A:
H16O8 | ωB97M-V/def2-TZVPD

Computed properties:
SMILES: O.O.O.O.O.O.O.O
HOMO in eV: -10.675
Charge: 0
Molar mass in g/mol: 144.1

```
24
H16O8, DFT ωB97M-V/def2-TZVPD
O 0.55 0.82 0.21
H 0.69 1.78 0.14
H 0.95 0.48 -0.60
O -2.65 0.99 -0.07
H -2.53 1.90 -0.36
H -1.76 0.62 -0.06
O -0.91 -2.97 -0.72
H -1.22 -2.74 -1.60
H -0.10 -3.48 -0.88
O -2.64 3.90 -0.26
H -2.13 3.57 0.48
H -3.12 4.65 0.11
O 3.83 -0.90 -0.50
H 3.15 -1.43 -0.06
H 3.48 -0.77 -1.39
O -3.58 -2.25 0.44
H -3.33 -1.40 0.06
H -4.42 -2.07 0.88
O 4.87 1.37 0.33
H 4.36 2.17 0.17
H 4.26 0.80 0.81
O 0.42 -1.79 1.14
H 0.77 -2.10 0.29
H 1.08 -1.14 1.43
```

***

Model B:
H16O8 | ωB97M-V/def2-TZVPD

Computed properties:
HOMO in eV: -8.027
Charge: 0
Molar mass in g/mol: 144.1

```
24
H16O8, DFT ωB97M-V/def2-TZVPD
H 0.53 -1.13 -0.67
H -0.05 0.11 -1.38
H 2.06 -2.87 1.81
H 2.76 -1.88 1.02
H -3.36 -0.54 0.22
H -3.88 -1.53 1.17
H 2.54 1.20 0.63
H 1.17 1.74 0.15
H -0.58 2.41 -0.98
H -2.11 2.09 -0.99
H 3.73 -0.31 -1.97
H 4.21 -0.46 -0.61
H -1.33 2.36 1.15
H -1.05 3.71 1.88
H -3.22 -1.64 -1.14
H -2.88 -2.91 -0.43
O 0.61 -0.20 -0.74
O 2.97 -2.57 1.59
O -3.19 -1.36 0.65
O 2.03 1.41 -0.13
O -1.19 1.75 -0.85
O 3.44 -0.22 -1.05
O -0.65 2.98 1.46
O -2.55 -2.12 -0.79
```

***

Model C:
H16O8 | ωB97M-V/def2-TZVPD

Computed properties:
HOMO in eV: -9.530
Charge: 0
Molar mass in g/mol: 144.1

```
24
H16O8, DFT ωB97M-V/def2-TZVPD
O 0.30 1.63 -1.81
H 0.85 2.37 -2.10
H 0.86 1.14 -1.22
O 1.23 -1.59 1.68
H 2.09 -1.59 1.27
H 0.83 -0.76 1.40
O -0.29 0.24 0.90
H -0.35 -0.07 -0.01
H 0.50 0.78 0.92
O -1.93 -0.18 -2.33
H -1.47 -1.02 -2.42
H -1.29 0.40 -1.90
O -0.96 -1.76 0.87
H -1.12 -1.02 1.47
H -0.39 -2.34 1.36
O -0.23 -1.02 -1.18
H -0.63 -1.58 -0.50
H 0.18 -1.64 -1.78
O 1.66 0.83 -0.68
H 2.05 0.02 -0.34
H 2.41 1.35 -0.96
O -1.10 2.13 2.42
H -1.88 2.42 2.89
H -1.34 1.28 2.05
```

***

Model D:
H16O8 | ωB97M-V/def2-TZVPD

Computed properties:
SMILES: O.O.O.O.O.O.O.O
HOMO in eV: -11.388
Charge: 0
Molar mass in g/mol: 144.1

```
24
H16O8, DFT ωB97M-V/def2-TZVPD
O 1.09 -0.03 0.64
H 0.36 0.60 0.56
H 1.79 0.49 1.05
O -1.61 -2.23 1.73
H -1.99 -1.48 1.25
H -0.94 -2.57 1.13
O -3.78 2.33 0.66
H -4.56 2.84 0.89
H -3.12 2.99 0.44
O -2.67 -0.87 -1.22
H -2.21 -1.70 -1.11
H -2.34 -0.52 -2.05
O -0.67 3.05 -0.42
H -1.51 2.70 -0.10
H -0.05 2.32 -0.29
O 6.97 1.18 0.13
H 6.09 1.16 0.53
H 7.43 0.44 0.54
O 0.70 -3.20 -0.31
H 0.39 -2.33 -0.06
H 0.05 -3.80 0.05
O 0.49 -0.70 -1.27
H -0.31 -0.88 -1.78
H 0.40 0.22 -0.99
```

***

Relative energy of each structure, in kcal/mol: model A 0.0; model B 124.3; model C 120.4; model D 25.3.

***

Model A:
H16O8 | ωB97M-V/def2-TZVPD

Computed properties:
HOMO in eV: -9.443
Charge: 0
Molar mass in g/mol: 144.1

```
24
H16O8, DFT ωB97M-V/def2-TZVPD
O 6.00 19.10 -17.54
H 5.37 18.59 -17.03
H 6.34 19.74 -16.91
O 6.82 20.23 -15.84
H 6.05 20.58 -15.39
H 7.00 20.87 -16.54
O 7.18 17.53 -16.16
H 7.74 18.25 -16.47
H 7.12 16.94 -16.91
O 6.07 18.51 -14.73
H 6.70 18.54 -15.45
H 5.61 17.68 -14.84
O 4.39 17.45 -16.85
H 3.98 17.87 -17.61
H 3.75 17.53 -16.15
O 6.42 21.40 -18.29
H 5.79 20.68 -18.38
H 6.76 21.53 -19.18
O 7.14 18.54 -19.14
H 6.41 18.51 -19.75
H 6.74 18.70 -18.29
O 4.34 19.91 -16.44
H 4.81 20.68 -16.13
H 4.16 20.08 -17.36
```

***

Model B:
H16O8 | ωB97M-V/def2-TZVPD

Computed properties:
SMILES: O.O.O.O.O.O.O.O
HOMO in eV: -10.165
Charge: 0
Molar mass in g/mol: 144.1

```
24
H16O8, DFT ωB97M-V/def2-TZVPD
O 0.95 0.05 2.32
H 1.70 0.58 2.21
H 0.31 0.38 1.71
O -3.03 0.21 3.47
H -2.61 -0.29 2.84
H -3.04 -0.25 4.28
O 0.82 2.80 -0.41
H 1.03 2.56 -1.29
H 0.37 1.96 -0.22
O 0.00 -1.26 -1.95
H 0.17 -2.20 -2.05
H 0.20 -0.85 -2.79
O -1.93 -2.15 1.28
H -1.12 -2.48 0.91
H -2.21 -2.89 1.82
O 1.53 1.72 -3.01
H 1.68 1.38 -3.86
H 1.53 0.92 -2.46
O 2.34 -0.12 -1.02
H 1.47 -0.51 -1.28
H 2.38 -0.19 -0.09
O -0.59 0.45 0.02
H -1.45 0.32 0.35
H -0.50 -0.15 -0.77
```

***

Relative energy of each structure, in kcal/mol: model A 157.0; model B 0.0.

***

Model A:
H16O8 | ωB97M-V/def2-TZVPD

Computed properties:
SMILES: O.O.O.O.O.O.O.O
HOMO in eV: -10.929
Charge: 0
Molar mass in g/mol: 144.1

```
24
H16O8, DFT ωB97M-V/def2-TZVPD
O -1.44 -0.97 -1.08
H -0.53 -0.81 -0.98
H -1.67 -1.78 -0.77
O -1.15 -2.60 0.85
H -0.59 -3.41 0.61
H -0.61 -2.24 1.58
O 3.00 -0.66 1.54
H 3.50 -1.36 2.02
H 2.19 -1.06 1.25
O -1.65 0.86 -4.85
H -1.94 0.42 -5.74
H -1.51 0.14 -4.23
O 3.45 -1.85 -0.73
H 4.26 -1.82 -1.17
H 3.47 -2.78 -0.30
O -2.74 3.37 0.90
H -1.90 2.90 1.05
H -3.20 3.38 1.74
O -1.25 -0.28 1.96
H -0.87 -0.56 2.77
H -0.49 -0.24 1.29
O 1.52 2.54 1.25
H 0.64 2.29 1.18
H 1.42 3.48 0.99
```

***

Model B:
H16O8 | ωB97M-V/def2-TZVPD

Computed properties:
SMILES: O.O.O.O.O.O.O.O
HOMO in eV: -9.454
Charge: 0
Molar mass in g/mol: 144.1

```
24
H16O8, DFT ωB97M-V/def2-TZVPD
O -21.14 3.57 33.06
H -20.71 3.28 32.26
H -21.34 4.54 32.96
O -22.65 4.53 30.04
H -23.13 4.64 29.21
H -22.41 5.41 30.30
O -19.29 5.84 30.22
H -18.79 6.60 30.57
H -18.74 5.13 30.58
O -22.92 8.97 31.46
H -22.03 8.81 31.68
H -22.95 8.50 30.63
O -18.22 8.07 34.37
H -17.61 8.77 34.04
H -19.06 8.30 33.97
O -20.33 8.43 32.84
H -20.01 9.27 32.51
H -19.93 7.82 32.25
O -21.40 6.06 32.34
H -21.20 6.91 32.66
H -20.91 5.83 31.62
O -20.68 2.60 30.66
H -21.12 3.26 30.13
H -21.16 1.78 30.67
```

***

Model C:
H16O8 | ωB97M-V/def2-TZVPD

Computed properties:
SMILES: O.O.O.O.O.O.O.O
HOMO in eV: -10.332
Charge: 0
Molar mass in g/mol: 144.1

```
24
H16O8, DFT ωB97M-V/def2-TZVPD
O -0.07 -0.25 -0.30
H -0.11 0.62 0.12
H 0.46 -0.10 -1.09
O 1.02 2.94 -2.67
H 0.27 3.50 -2.91
H 0.79 2.59 -1.81
O 0.49 2.81 1.51
H 0.59 2.31 0.69
H 0.03 3.61 1.24
O -2.99 2.05 1.21
H -3.15 3.00 1.29
H -2.37 1.98 0.47
O -2.30 0.36 2.53
H -2.39 -0.27 3.25
H -1.60 0.96 2.83
O 2.60 -2.39 -3.94
H 3.54 -2.57 -3.87
H 2.23 -3.20 -4.31
O 1.67 -2.62 -1.66
H 1.19 -1.85 -1.32
H 2.55 -2.28 -1.84
O -0.64 -3.09 3.39
H -0.11 -3.38 4.14
H -0.15 -3.41 2.62
```

***

Model D:
H16O8 | ωB97M-V/def2-TZVPD

Computed properties:
SMILES: O.O.O.O.O.O.O.O
HOMO in eV: -9.441
Charge: 0
Molar mass in g/mol: 144.1

```
24
H16O8, DFT ωB97M-V/def2-TZVPD
O -0.18 -0.68 -0.73
H -0.26 -1.18 0.09
H 0.17 0.15 -0.47
O 3.14 3.44 -0.23
H 2.26 3.66 0.20
H 3.69 4.05 0.26
O 1.87 -3.94 2.34
H 1.78 -4.23 1.41
H 1.63 -3.04 2.44
O 1.24 -0.53 1.66
H 0.71 0.12 1.20
H 2.11 -0.51 1.21
O -0.83 2.02 -2.93
H -0.07 2.64 -2.62
H -1.59 2.45 -2.55
O -4.04 -2.39 0.43
H -4.01 -1.48 0.38
H -4.53 -2.77 -0.36
O -1.25 -0.11 1.87
H -0.79 0.63 1.53
H -2.26 0.03 1.75
O 0.60 0.63 -2.02
H -0.29 0.64 -1.93
H 0.90 0.39 -2.94
```

***

Relative energy of each structure, in kcal/mol: model A 27.1; model B 0.0; model C 19.1; model D 68.2.

***

Model A:
H16O8 | ωB97M-V/def2-TZVPD

Computed properties:
SMILES: O.O.O.O.O.O.O.O
HOMO in eV: -10.612
Charge: 0
Molar mass in g/mol: 144.1

```
24
H16O8, DFT ωB97M-V/def2-TZVPD
O 0.37 -1.47 0.23
H 0.73 -0.95 0.99
H 0.39 -0.75 -0.48
O 1.67 -3.06 -0.23
H 0.82 -3.27 -0.68
H 2.16 -3.89 -0.24
O -3.62 -2.42 2.65
H -3.58 -2.79 3.54
H -2.91 -1.77 2.61
O -0.34 1.88 2.65
H -0.86 1.76 1.85
H -0.91 2.33 3.38
O 2.97 1.63 1.38
H 2.25 1.42 1.92
H 2.64 1.86 0.43
O 1.30 0.27 -2.59
H 0.96 -0.16 -1.88
H 2.29 0.28 -2.57
O -0.68 2.84 -2.49
H -0.64 1.99 -2.04
H -0.19 2.64 -3.32
O -1.59 0.45 -1.56
H -2.56 0.26 -1.52
H -1.30 0.13 -2.35
```

***

Model B:
H16O8 | ωB97M-V/def2-TZVPD

Computed properties:
SMILES: O.O.O.O.O.O.O.O
HOMO in eV: -10.458
Charge: 0
Molar mass in g/mol: 144.1

```
24
H16O8, DFT ωB97M-V/def2-TZVPD
O -2.37 -1.36 0.77
H -2.51 -2.23 0.38
H -1.56 -1.04 0.39
O 2.92 1.86 0.79
H 2.86 1.46 -0.10
H 3.84 2.11 0.87
O -0.42 -0.55 -3.09
H 0.54 -0.37 -3.30
H -0.45 -0.37 -2.15
O -1.68 1.28 1.78
H -2.13 0.59 2.31
H -1.29 1.85 2.45
O 1.65 -2.59 -0.04
H 2.38 -3.20 0.12
H 1.59 -2.19 0.81
O -4.21 1.95 0.43
H -4.26 2.59 1.14
H -3.34 1.65 0.45
O -0.25 0.04 -0.38
H 0.59 -0.26 -0.18
H -0.56 0.62 0.32
O 2.75 -0.33 -1.11
H 2.56 -1.23 -0.83
H 3.34 -0.28 -1.85
```

***

Relative energy of each structure, in kcal/mol: model A 50.6; model B 0.0.